1.
Molecular formula: C37H37IN7OP
Method: DFT, wB97M-V/def2-TZVPD

Cartesian coordinates (Å):
C (0.701, 2.188, -3.641)
P (0.690, 0.391, -4.346)
C (1.808, 0.486, -5.935)
C (1.457, -0.857, -3.084)
C (3.123, -0.900, -3.066)
C (3.806, -1.985, -2.044)
C (2.955, -3.011, -1.039)
N (3.776, -3.925, -0.174)
C (2.852, -4.792, 0.634)
C (1.227, -4.769, 0.592)
N (0.438, -3.814, -0.257)
C (1.331, -2.927, -1.079)
C (0.566, -1.847, -2.096)
C (-1.093, -1.745, -2.196)
C (-1.833, -1.543, -0.749)
O (-1.669, -0.524, 0.098)
I (-3.255, -3.149, -0.129)
H (-0.403, 2.615, -3.485)
H (1.241, 2.133, -2.578)
H (1.345, 2.915, -4.327)
H (2.947, 0.538, -5.639)
H (1.676, -0.523, -6.551)
H (1.527, 1.414, -6.624)
H (3.779, -0.192, -3.752)
H (4.996, -2.021, -1.989)
H (3.363, -5.581, 1.368)
H (0.639, -5.543, 1.277)
H (-1.465, -0.890, -2.905)
H (-1.461, -2.767, -2.689)
C (-4.290, 0.024, 4.017)
C (-3.366, -0.033, 2.979)
C (-2.507, 1.041, 2.807)
N (-2.516, 2.143, 3.587)
C (-3.426, 2.170, 4.586)
C (-4.323, 1.146, 4.839)
H (-4.980, -0.799, 4.183)
H (-3.316, -0.892, 2.320)
H (-1.765, 1.042, 2.013)
H (-3.414, 3.068, 5.197)
H (-5.031, 1.220, 5.656)
C (4.025, 2.103, 1.820)
C (3.230, 1.208, 1.112)
C (3.482, 1.036, -0.240)
N (4.453, 1.691, -0.913)
C (5.207, 2.554, -0.199)
C (5.035, 2.791, 1.155)
H (3.858, 2.264, 2.881)
H (2.434, 0.658, 1.600)
H (2.891, 0.346, -0.836)
H (5.980, 3.069, -0.763)
H (5.672, 3.495, 1.679)
C (5.035, -8.005, 5.865)
C (5.067, -6.615, 5.847)
C (4.905, -5.971, 4.631)
N (4.720, -6.615, 3.459)
C (4.694, -7.965, 3.507)
C (4.844, -8.697, 4.674)
H (5.157, -8.545, 6.800)
H (5.215, -6.046, 6.759)
H (4.920, -4.887, 4.566)
H (4.547, -8.459, 2.551)
H (4.813, -9.781, 4.654)
C (-2.356, 7.129, -4.621)
C (-2.195, 6.148, -5.594)
C (-1.809, 4.880, -5.190)
N (-1.575, 4.541, -3.903)
C (-1.737, 5.514, -2.981)
C (-2.124, 6.809, -3.287)
H (-2.658, 8.134, -4.900)
H (-2.367, 6.366, -6.642)
H (-1.674, 4.080, -5.911)
H (-1.541, 5.217, -1.955)
H (-2.240, 7.551, -2.505)
C (-6.500, 2.739, 2.051)
C (-5.508, 2.031, 1.382)
C (-5.825, 1.451, 0.164)
N (-7.045, 1.529, -0.411)
C (-7.988, 2.221, 0.264)
C (-7.766, 2.839, 1.484)
H (-6.289, 3.209, 3.007)
H (-4.511, 1.934, 1.797)
H (-5.084, 0.891, -0.399)
H (-8.961, 2.268, -0.218)
H (-8.561, 3.384, 1.981)

Cartesian forces, eV/Å:
C 0.9 0.6 1.3
P -1.0 0.0 -0.4
C 1.3 -0.7 -0.2
C 2.2 -2.2 2.7
C -1.5 -4.1 3.7
C -2.3 1.4 -1.3
C 0.0 1.2 -1.1
N -7.3 -0.5 0.4
C -0.4 1.6 -1.7
C 1.2 2.6 -2.2
N 6.3 -1.1 0.8
C 0.0 0.0 -0.3
C 3.1 1.5 -1.2
C 0.4 -1.1 0.0
C 1.5 5.1 3.8
O -0.9 -6.7 -5.9
I 0.8 1.0 -0.5
H 2.6 -1.1 -0.6
H -1.1 0.3 -2.2
H -1.5 -1.6 1.4
H -2.2 0.1 -0.8
H 0.1 2.2 1.3
H 0.4 -2.0 1.7
H -1.6 -1.7 1.8
H -2.9 0.0 0.0
H -1.1 2.0 -1.7
H 1.3 2.0 -1.7
H 1.1 -1.4 1.4
H 0.7 2.2 1.4
C 0.1 0.0 0.0
C -0.1 -0.1 0.3
C 0.3 0.7 0.5
N -0.7 -0.7 0.2
C 0.6 0.1 -0.6
C 0.0 -0.2 -0.2
H 0.1 0.1 0.0
H 0.0 0.1 0.0
H -0.1 -0.1 0.1
H 0.0 -0.1 0.0
H 0.1 0.0 -0.1
C 0.0 0.0 0.0
C 0.2 0.2 0.2
C 0.5 0.4 -0.5
N -0.2 0.1 1.0
C -0.4 -0.5 -0.6
C -0.2 -0.1 0.1
H 0.0 0.0 -0.1
H 0.1 0.0 -0.1
H 0.0 0.1 0.1
H 0.0 0.0 0.1
H 0.0 -0.1 -0.1
C 0.0 0.0 0.0
C 0.0 -0.3 0.0
C -0.1 -0.3 -0.8
N 0.0 -0.5 0.8
C 0.0 0.9 -0.2
C 0.0 0.2 0.2
H 0.0 0.1 -0.1
H 0.0 0.0 -0.1
H 0.0 -0.1 0.0
H 0.0 0.0 0.1
H 0.0 0.1 0.0
C 0.0 0.0 0.0
C 0.0 0.2 0.2
C 0.2 -0.3 0.8
N -0.4 1.1 -0.3
C 0.1 -0.7 -0.5
C 0.0 0.0 -0.3
H 0.0 -0.1 0.0
H 0.0 0.0 0.1
H 0.0 0.1 0.0
H 0.0 0.1 -0.1
H 0.0 -0.1 -0.1
C 0.0 0.0 0.0
C -0.2 0.2 0.1
C -0.8 0.0 -0.5
N 0.2 0.4 0.9
C 0.6 -0.5 -0.5
C 0.3 0.0 0.1
H 0.0 -0.1 -0.1
H -0.2 0.1 -0.1
H 0.0 0.0 0.1
H 0.1 0.0 0.1
H 0.0 -0.1 -0.1

SMILES: CP(C)c1ccc2nccnc2c1CC(=O)I.c1ccncc1.c1ccncc1.c1ccncc1.c1ccncc1.c1ccncc1
HOMO: -0.2892 hartree
energy: -68822.3190 eV
2S+1: 1
LUMO level: -1.25 eV

***

2.
Molecular formula: C10H5F9O5V
Method: DFT, wB97M-V/def2-TZVPD

Cartesian coordinates (Å):
O (-0.491, 2.387, 5.517)
C (-0.641, 2.169, 4.368)
C (0.385, 1.644, 3.406)
C (-0.215, 1.545, 2.231)
C (0.480, 1.102, 0.987)
C (-0.481, 0.446, 0.002)
C (0.201, -0.133, -1.234)
F (1.251, 0.641, -1.544)
F (-0.697, -0.070, -2.280)
C (0.578, -1.623, -1.060)
F (-0.587, -2.306, -1.139)
F (1.054, -1.861, 0.171)
C (1.530, -2.206, -2.120)
F (0.984, -2.108, -3.342)
F (2.687, -1.528, -2.175)
C (1.917, -3.696, -1.907)
F (2.673, -4.065, -2.935)
F (2.636, -3.862, -0.805)
F (0.859, -4.494, -1.876)
C (-1.637, 1.952, 2.380)
O (-2.528, 1.915, 1.577)
O (-1.814, 2.366, 3.659)
H (1.400, 1.423, 3.677)
H (1.312, 0.441, 1.204)
H (0.893, 1.991, 0.509)
H (-0.957, -0.388, 0.515)
H (-1.209, 1.149, -0.375)
O (-4.551, 2.203, -3.156)
V (-3.215, 2.080, -2.262)
O (-1.816, 2.886, -1.992)

Cartesian forces, eV/Å:
O -0.6 0.2 0.2
C 1.5 -0.3 0.0
C -1.1 0.4 0.3
C 1.1 -0.5 -0.3
C -0.6 0.6 -0.8
C 0.5 -1.2 0.0
C -0.2 0.7 0.9
F 0.2 -0.2 -0.5
F -0.1 0.1 -0.3
C -0.4 -0.4 -0.4
F -0.2 0.0 -0.1
F 0.4 0.4 0.1
C 0.8 -0.3 -0.6
F -0.6 0.1 0.1
F 0.1 0.3 0.6
C 0.4 -0.5 -0.3
F 0.0 0.1 -0.2
F -0.1 0.2 0.3
F -0.3 0.1 0.2
C 0.1 -0.1 0.0
O 0.0 0.2 -0.2
O -0.8 0.1 0.1
H 0.1 0.0 0.1
H 0.0 -0.1 0.2
H 0.2 0.0 0.0
H -0.5 0.1 -0.1
H -0.3 0.2 0.2
O 3.0 1.7 0.6
V 0.9 -1.9 1.8
O -3.6 0.1 -2.1

HOMO: -0.5126 hartree
charge: +1
energy: -70822.1409 eV
2S+1: 1
LUMO level: -9.22 eV

***

3.
Molecular formula: C46H41AsMnN8O5PSe
Method: DFT, wB97M-V/def2-TZVPD

Cartesian coordinates (Å):
Mn (0.928, 0.898, 1.341)
C (3.367, 3.295, 3.432)
C (2.004, 2.814, 3.776)
N (1.279, 1.900, 3.147)
C (0.106, 1.761, 3.862)
C (0.117, 2.604, 4.928)
N (1.319, 3.250, 4.853)
C (-0.852, 3.003, 5.996)
O (-2.010, 2.372, 6.027)
O (-0.536, 3.887, 6.742)
C (-0.883, 0.789, 3.376)
O (-1.964, 0.608, 3.894)
O (-0.460, 0.133, 2.311)
H (3.612, 3.050, 2.403)
H (4.108, 2.831, 4.086)
H (3.442, 4.374, 3.563)
H (1.606, 3.938, 5.540)
H (-2.086, 1.681, 5.331)
Se (8.325, -0.674, 1.260)
N (6.917, -1.492, 1.957)
C (5.861, -0.802, 1.608)
C (4.499, -1.164, 1.989)
C (4.168, -2.295, 2.741)
C (2.842, -2.539, 3.028)
C (1.866, -1.656, 2.573)
N (2.175, -0.577, 1.860)
C (3.470, -0.333, 1.568)
C (3.717, 0.856, 0.774)
N (2.626, 1.586, 0.456)
C (2.781, 2.678, -0.286)
C (4.028, 3.089, -0.747)
C (5.148, 2.354, -0.417)
C (4.998, 1.209, 0.369)
C (6.105, 0.362, 0.803)
N (7.357, 0.605, 0.507)
H (4.956, -2.954, 3.082)
H (2.544, -3.402, 3.607)
H (0.817, -1.807, 2.789)
H (1.880, 3.229, -0.515)
H (4.101, 3.980, -1.355)
H (6.136, 2.642, -0.752)
C (-1.472, 5.756, 1.632)
N (-0.623, 4.618, 1.291)
C (-0.974, 3.340, 1.139)
N (-2.232, 2.944, 1.350)
O (-0.104, 2.490, 0.772)
H (-1.359, 6.537, 0.884)
H (-1.204, 6.153, 2.609)
H (-2.520, 5.473, 1.656)
H (0.359, 4.798, 1.156)
H (-2.957, 3.565, 1.663)
H (-2.475, 1.981, 1.173)
C (-0.088, -1.869, -1.020)
C (-0.676, -2.177, -2.394)
As (-1.345, -4.014, -2.505)
C (-2.609, -4.248, -1.085)
C (-3.855, -3.630, -1.205)
C (-4.775, -3.781, -0.180)
C (-4.460, -4.543, 0.939)
C (-3.219, -5.156, 1.047)
C (-2.284, -5.013, 0.032)
C (-2.239, -4.229, -4.139)
C (-1.889, -3.470, -5.267)
C (-2.593, -3.648, -6.439)
C (-3.609, -4.602, -6.504)
C (-3.934, -5.380, -5.396)
C (-3.240, -5.212, -4.214)
P (-0.030, -0.058, -0.674)
C (-1.815, 0.319, -0.752)
C (-2.593, -0.200, 0.289)
C (-3.963, 0.021, 0.323)
C (-4.578, 0.749, -0.688)
C (-3.820, 1.231, -1.745)
C (-2.447, 1.017, -1.780)
C (0.869, 0.662, -2.077)
C (1.990, -0.040, -2.533)
C (2.799, 0.488, -3.527)
C (2.501, 1.727, -4.079)
C (1.408, 2.444, -3.614)
C (0.603, 1.923, -2.609)
H (0.906, -2.306, -0.907)
H (-0.713, -2.285, -0.224)
H (0.051, -2.026, -3.191)
H (-1.562, -1.572, -2.610)
H (-4.112, -3.049, -2.083)
H (-5.749, -3.318, -0.266)
H (-5.191, -4.670, 1.726)
H (-2.983, -5.759, 1.913)
H (-1.324, -5.508, 0.107)
H (-1.086, -2.746, -5.227)
H (-2.350, -3.056, -7.311)
H (-4.141, -4.751, -7.435)
H (-4.718, -6.121, -5.462)
H (-3.477, -5.826, -3.354)
H (-2.137, -0.762, 1.093)
H (-4.545, -0.376, 1.145)
H (-5.644, 0.929, -0.657)
H (-4.293, 1.772, -2.553)
H (-1.893, 1.380, -2.633)
H (2.246, -1.004, -2.108)
H (3.658, -0.071, -3.875)
H (3.121, 2.133, -4.868)
H (1.181, 3.415, -4.034)
H (-0.212, 2.522, -2.227)

Cartesian forces, eV/Å:
Mn -0.2 0.5 0.1
C 0.0 0.0 0.0
C 0.0 0.0 0.0
N -0.1 -0.1 -0.2
C 0.0 0.0 0.0
C 0.0 0.1 0.0
N 0.0 0.0 0.0
C -0.1 -0.1 0.0
O 0.1 0.0 0.0
O 0.0 0.0 0.0
C 0.0 -0.1 -0.1
O 0.0 0.0 0.1
O -0.2 0.0 0.2
H 0.0 0.0 0.0
H 0.0 0.0 0.0
H 0.0 0.0 0.0
H 0.0 0.0 0.0
H 0.0 0.0 0.0
Se 0.1 0.0 0.0
N -0.1 0.0 0.0
C 0.0 0.0 0.0
C 0.1 -0.1 0.0
C 0.0 0.0 0.0
C 0.0 0.0 0.0
C 0.0 -0.1 0.1
N 0.0 -0.1 0.0
C -0.1 0.0 -0.1
C -0.1 0.0 0.0
N 0.1 -0.1 0.0
C 0.0 0.0 0.0
C 0.0 0.0 0.0
C 0.0 0.0 0.0
C 0.1 0.0 0.0
C 0.0 0.1 0.0
N -0.1 0.0 0.0
H 0.0 0.0 0.0
H 0.0 0.0 0.0
H 0.0 0.0 0.0
H 0.0 0.0 0.0
H 0.0 0.0 0.0
H 0.0 0.0 0.0
C 0.0 0.0 0.0
N 0.0 0.0 0.0
C -0.4 -0.1 0.3
N 0.1 0.1 0.0
O 0.6 -0.1 -0.3
H 0.0 0.0 0.0
H 0.0 0.0 0.0
H 0.0 0.0 0.0
H 0.0 0.0 0.0
H 0.0 0.0 0.0
H 0.0 0.0 0.0
C 0.2 0.0 0.1
C 0.1 -0.1 0.0
As -0.2 0.1 0.0
C 0.1 0.0 0.0
C 0.0 0.0 0.1
C 0.0 0.0 0.0
C 0.0 0.0 0.0
C 0.0 0.0 0.0
C 0.0 0.0 0.0
C 0.0 -0.1 0.0
C 0.0 0.0 0.0
C 0.0 0.0 0.0
C 0.0 0.0 0.0
C 0.0 0.0 0.0
C 0.0 0.0 0.0
P -0.1 0.2 -0.1
C 0.1 0.0 0.0
C 0.0 -0.1 0.0
C 0.0 0.0 0.0
C 0.0 0.0 0.0
C 0.0 0.0 0.0
C 0.0 0.0 -0.1
C 0.0 -0.1 0.0
C 0.0 0.0 0.0
C 0.0 0.0 0.0
C 0.0 0.0 0.0
C 0.0 0.0 0.0
C 0.0 0.1 0.1
H 0.0 0.0 0.0
H 0.0 0.0 0.0
H 0.0 0.0 0.0
H 0.0 0.0 0.0
H 0.0 0.0 0.0
H 0.0 0.0 0.0
H 0.0 0.0 0.0
H 0.0 0.0 0.0
H 0.0 0.0 0.0
H 0.0 0.0 0.0
H 0.0 0.0 0.0
H 0.0 0.0 0.0
H 0.0 0.0 0.0
H 0.0 0.0 0.0
H 0.0 0.0 0.0
H 0.0 0.0 0.0
H 0.0 0.0 0.0
H 0.0 0.0 0.0
H 0.0 0.0 0.0
H 0.0 0.0 0.0
H 0.0 0.0 0.0
H 0.0 0.0 0.0
H 0.0 0.0 0.0
H 0.0 0.0 0.0

HOMO (alpha / beta): -0.5754 / -0.5747 hartree
charge: +3
energy: -237301.3437 eV
2S+1: 4
⟨S²⟩: 3.790
LUMO level (alpha / beta): -7.66 / -9.85 eV

***

4.
Molecular formula: C3H10NO
Method: DFT, wB97M-V/def2-TZVPD

Cartesian coordinates (Å):
C (-0.947, 2.007, 0.458)
N (-1.757, 1.966, -0.526)
H (-1.032, 1.334, 1.305)
H (-0.171, 2.754, 0.603)
H (-2.008, 2.729, -1.144)
H (-2.439, 1.210, -0.418)
C (0.320, -1.589, 0.125)
O (0.687, -2.943, -0.107)
C (1.474, -0.618, 0.049)
H (-0.015, -1.577, 1.163)
H (-0.452, -1.269, -0.587)
H (0.864, -3.028, -1.064)
H (2.409, -0.932, 0.517)
H (1.185, 0.315, 0.561)
H (1.882, -0.359, -0.936)

Cartesian forces, eV/Å:
C 0.6 0.8 0.5
N -0.9 -0.9 1.7
H -0.1 -0.6 -0.5
H -0.2 0.3 -0.5
H 0.7 0.0 -0.5
H -0.1 0.3 -0.7
C 0.8 -0.5 0.1
O -0.1 0.5 -0.9
C 1.1 0.8 -0.2
H -0.5 0.0 -0.1
H -0.3 -0.1 0.3
H 0.0 -0.2 0.7
H -0.4 -0.4 0.6
H 0.1 0.0 -0.2
H -0.8 0.0 -0.3

energy relative to the best compared isomer or geometry (same formula, charge and spin): 51.1 kcal per mole
HOMO: -0.4956 hartree
charge: +1
energy: -6802.0957 eV
2S+1: 1
LUMO level: -6.22 eV

***

5.
Molecular formula: C5H12O2
Method: DFT, wB97M-V/def2-TZVPD

Cartesian coordinates (Å):
C (1.954, 0.187, 0.540)
C (0.824, 0.064, -0.486)
O (-0.057, 1.195, -0.643)
C (-1.416, 0.766, -0.574)
C (-1.362, -0.712, -0.938)
C (-0.094, -1.128, -0.203)
O (-0.317, -1.209, 1.195)
H (2.500, 1.130, 0.458)
H (1.611, 0.058, 1.568)
H (2.662, -0.624, 0.326)
H (1.292, -0.077, -1.469)
H (-1.809, 0.906, 0.444)
H (-2.022, 1.363, -1.264)
H (-2.246, -1.285, -0.641)
H (-1.214, -0.824, -2.018)
H (0.355, -2.056, -0.581)
H (-1.006, -1.867, 1.345)
H (0.224, 2.045, 1.840)
H (0.121, 2.067, 1.102)

Cartesian forces, eV/Å:
C 0.0 0.0 0.0
C 0.2 -0.2 -0.1
O 0.1 0.0 0.0
C -0.2 0.0 0.0
C 0.0 0.0 -0.1
C 0.1 0.0 -0.3
O -0.1 -0.2 0.1
H -0.2 -0.1 -0.1
H 0.0 0.1 -0.2
H -0.1 0.1 0.0
H -0.1 -0.1 0.1
H 0.1 0.0 -0.1
H 0.2 -0.1 0.1
H 0.1 0.1 0.0
H -0.1 0.0 0.1
H -0.1 0.1 0.0
H 0.1 0.1 0.0
H -0.1 0.2 0.2
H 0.0 0.1 0.3

SMILES: C[C@@H]1OCC[C@@H]1O.[H][H]
energy relative to the best compared isomer or geometry (same formula, charge and spin): 46.0 kcal per mole
HOMO: -0.3518 hartree
energy: -9473.1396 eV
2S+1: 1
LUMO level: 0.79 eV

***

6.
Molecular formula: C2H2NO2P
Method: DFT, wB97M-V/def2-TZVPD

Cartesian coordinates (Å):
O (-4.443, 0.455, 1.066)
N (-3.713, 0.198, 0.155)
P (-2.572, 0.021, -0.750)
C (-0.034, 0.872, 1.926)
C (-0.286, -0.167, 1.397)
O (-0.685, -1.318, 1.060)
H (0.149, 1.823, 2.106)
H (-1.499, -1.502, 1.506)

Cartesian forces, eV/Å:
O -0.6 -0.4 -0.5
N -1.0 1.0 2.5
P 1.4 -0.5 -2.3
C -0.4 -2.7 -1.1
C 0.3 1.6 1.3
O 0.4 -2.3 -1.3
H 0.8 3.7 0.9
H -1.0 -0.4 0.5

SMILES: [O-][N+]#P.C#CO
energy relative to the best compared isomer or geometry (same formula, charge and spin): 122.1 kcal per mole
HOMO (alpha / beta): -0.3497 / -0.3497 hartree
energy: -16974.8351 eV
2S+1: 1
LUMO level (alpha / beta): -0.02 / -0.02 eV